# 1
{"formula": "C30H26KN3OP2", "method": "the ωB97M-V functional and the def2-TZVPD basis", "de_lowest_kj_mol": 67.0, "charge": 0, "energy_ha": -2680.897780, "homo_lumo_gap_ev": 8.41, "symbols": ["K", "C", "C", "P", "C", "C", "C", "C", "C", "C", "C", "C", "C", "C", "C", "C", "C", "P", "C", "C", "C", "C", "C", "C", "C", "C", "C", "C", "C", "C", "H", "H", "H", "H", "H", "H", "H", "H", "H", "H", "H", "H", "H", "H", "H", "H", "H", "H", "H", "H", "H", "H", "H", "H", "H", "H", "O", "N", "C", "C", "N", "C", "N"], "xyz": [[-1.941, 1.676, 0.943], [-0.233, 0.913, -1.633], [-0.401, -0.599, -1.364], [-2.188, -1.044, -1.063], [-2.477, -2.394, -2.266], [-3.505, -2.241, -3.192], [-3.748, -3.223, -4.144], [-2.963, -4.366, -4.173], [-1.936, -4.526, -3.250], [-1.693, -3.546, -2.301], [-2.122, -1.974, 0.518], [-3.056, -2.987, 0.749], [-3.124, -3.622, 1.978], [-2.269, -3.251, 3.008], [-1.348, -2.239, 2.798], [-1.275, -1.604, 1.563], [1.020, 1.582, -1.045], [1.391, 1.149, 0.723], [2.612, 2.458, 1.097], [2.095, 3.754, 1.209], [2.928, 4.823, 1.494], [4.287, 4.608, 1.691], [4.802, 3.325, 1.593], [3.971, 2.252, 1.294], [2.436, -0.355, 0.621], [2.444, -1.196, 1.731], [3.210, -2.353, 1.745], [3.973, -2.689, 0.637], [3.973, -1.859, -0.478], [3.212, -0.699, -0.484], [-1.114, 1.459, -1.289], [-0.231, 1.079, -2.712], [0.184, -0.917, -0.501], [-0.043, -1.185, -2.210], [-4.116, -1.347, -3.164], [-4.549, -3.096, -4.860], [-3.150, -5.133, -4.912], [-1.325, -5.419, -3.272], [-0.896, -3.683, -1.578], [-3.729, -3.287, -0.045], [-3.847, -4.412, 2.135], [-2.323, -3.748, 3.968], [-0.674, -1.941, 3.593], [-0.530, -0.825, 1.431], [0.835, 2.660, -1.027], [1.896, 1.430, -1.675], [1.033, 3.930, 1.058], [2.513, 5.820, 1.565], [4.940, 5.439, 1.920], [5.860, 3.153, 1.746], [4.393, 1.258, 1.218], [1.843, -0.941, 2.598], [3.208, -2.996, 2.616], [4.567, -3.593, 0.639], [4.571, -2.115, -1.343], [3.238, -0.062, -1.358], [-1.483, 3.913, 0.203], [-2.620, 4.132, 0.754], [-3.030, 5.370, 0.827], [-4.297, 5.624, 1.453], [-5.312, 5.829, 1.955], [-2.254, 6.473, 0.333], [-1.633, 7.356, -0.063]], "nbo_charge": [0.92, -0.41, -0.73, 0.78, -0.35, -0.19, -0.21, -0.19, -0.23, -0.15, -0.35, -0.21, -0.20, -0.21, -0.21, -0.20, -0.70, 0.74, -0.24, -0.24, -0.20, -0.21, -0.20, -0.25, -0.36, -0.20, -0.21, -0.20, -0.21, -0.16, 0.19, 0.23, 0.24, 0.25, 0.22, 0.22, 0.22, 0.22, 0.21, 0.22, 0.22, 0.22, 0.21, 0.20, 0.26, 0.22, 0.23, 0.23, 0.22, 0.21, 0.22, 0.21, 0.22, 0.22, 0.22, 0.21, -0.63, -0.04, -0.17, 0.27, -0.33, 0.27, -0.31]}

# 2
{"formula": "C7H8", "method": "the ωB97M-V functional and the def2-TZVPD basis", "de_lowest_kj_mol": 680.0, "charge": 0, "energy_ha": -271.272442, "homo_lumo_gap_ev": 9.55, "symbols": ["C", "C", "C", "C", "C", "C", "C", "H", "H", "H", "H", "H", "H", "H", "H"], "xyz": [[0.957, 0.530, -0.778], [0.725, -0.519, 0.241], [-1.786, 0.873, -0.588], [-1.271, 1.881, -0.206], [-1.629, -0.511, -0.878], [-0.124, -0.493, -0.761], [1.271, -1.123, 1.458], [1.835, 0.401, -1.475], [1.052, 1.864, -0.307], [-0.980, 2.903, -0.197], [-2.045, -1.242, -0.295], [-2.025, -0.811, -1.814], [1.456, -2.177, 1.399], [0.493, -1.104, 2.327], [2.071, -0.472, 1.876]], "nbo_charge": [-0.38, 0.04, -0.01, -0.22, -0.50, 0.00, -0.67, 0.19, 0.13, 0.23, 0.24, 0.24, 0.25, 0.23, 0.23]}

# 3
{"formula": "C3H9NO2", "method": "the ωB97M-V functional and the def2-TZVPD basis", "de_lowest_kj_mol": 294.8, "charge": 0, "smiles": "CC(=O)O.CN", "energy_ha": -324.860327, "homo_lumo_gap_ev": 10.14, "symbols": ["C", "C", "O", "O", "H", "H", "H", "H", "C", "N", "H", "H", "H", "H", "H"], "xyz": [[-0.515, -0.457, 1.191], [0.408, -1.343, 0.475], [1.529, -1.547, 0.848], [-0.046, -1.648, -0.752], [-1.067, -1.227, 1.958], [-1.363, -0.258, 0.498], [-0.374, 0.376, 1.773], [0.736, -2.384, -1.250], [-0.776, 2.504, -1.404], [-0.265, 1.799, -0.154], [-0.545, 3.585, -1.631], [-1.877, 2.529, -1.271], [-0.417, 1.951, -2.183], [-0.549, 2.123, 0.761], [0.747, 2.048, 0.084]], "nbo_charge": [-0.70, 0.78, -0.60, -0.68, 0.21, 0.24, 0.23, 0.50, -0.41, -0.85, 0.17, 0.20, 0.20, 0.35, 0.35]}

# 4
{"formula": "C4H9NO3", "method": "the ωB97M-V functional and the def2-TZVPD basis", "de_lowest_kj_mol": 843.7, "charge": 0, "energy_ha": -438.007734, "homo_lumo_gap_ev": [8.00, 8.00], "symbols": ["C", "C", "N", "C", "C", "O", "O", "O", "H", "H", "H", "H", "H", "H", "H", "H", "H"], "xyz": [[0.939, -1.985, -0.981], [-0.818, 2.186, 1.257], [0.624, -0.685, 0.624], [-0.520, -0.422, 0.098], [-1.639, -0.492, -0.572], [-0.757, 0.857, 1.619], [1.629, 0.270, 0.313], [1.394, -1.243, -2.007], [2.003, 0.458, 1.185], [2.072, -0.630, -1.678], [1.673, -2.483, -0.354], [0.091, -2.598, -1.262], [-0.809, 2.830, 2.152], [0.047, 2.494, 0.635], [-1.726, 2.427, 0.672], [-1.748, -1.133, -1.433], [-2.453, 0.150, -0.268]], "nbo_charge": [0.13, -0.24, -0.17, 0.46, -0.50, -0.73, -0.59, -0.66, 0.50, 0.51, 0.18, 0.19, 0.17, 0.13, 0.13, 0.22, 0.27]}

# 5
{"formula": "C6H10N3O3", "method": "the ωB97M-V functional and the def2-TZVPD basis", "de_lowest_kj_mol": 0.0, "charge": 1, "smiles": "NCN/C=[N+](C=O)/C(C=O)=C\\O", "energy_ha": -624.340660, "homo_lumo_gap_ev": 10.23, "symbols": ["N", "C", "N", "C", "N", "C", "O", "C", "C", "O", "C", "O", "H", "H", "H", "H", "H", "H", "H", "H", "H", "H"], "xyz": [[0.406, 1.841, -0.755], [1.721, 1.799, -0.164], [1.737, 0.812, 0.902], [0.932, -0.221, 0.963], [0.126, -0.573, -0.012], [0.410, -0.174, -1.387], [1.521, -0.250, -1.819], [-1.016, -1.398, 0.220], [-0.814, -2.854, 0.130], [0.263, -3.356, -0.021], [-2.200, -0.821, 0.496], [-2.333, 0.503, 0.607], [-0.338, 2.079, -0.109], [0.382, 2.437, -1.572], [2.050, 2.755, 0.264], [2.425, 1.494, -0.958], [2.413, 0.958, 1.640], [0.889, -0.786, 1.890], [-0.512, -0.126, -1.977], [-1.744, -3.438, 0.227], [-3.074, -1.445, 0.642], [-3.246, 0.763, 0.791]], "nbo_charge": [-0.78, -0.08, -0.51, 0.42, -0.44, 0.56, -0.56, -0.11, 0.39, -0.48, 0.25, -0.66, 0.40, 0.41, 0.22, 0.25, 0.44, 0.24, 0.16, 0.14, 0.21, 0.52]}

# 6
{"formula": "C5H5N2O5", "method": "the ωB97M-V functional and the def2-TZVPD basis", "de_lowest_kj_mol": 4.4, "charge": -1, "energy_ha": -679.276401, "homo_lumo_gap_ev": 6.16, "symbols": ["C", "C", "C", "C", "C", "N", "N", "O", "O", "O", "O", "O", "H", "H", "H", "H", "H"], "xyz": [[-2.676, -0.808, 0.150], [-2.691, 0.503, -0.263], [-1.249, -1.164, 0.286], [-1.333, 1.048, -0.388], [1.579, 0.908, 0.195], [-0.509, -0.005, 0.035], [0.862, -0.055, -0.198], [1.159, 2.031, 0.896], [2.789, 0.843, -0.012], [-0.746, -2.222, 0.664], [-1.069, 2.148, -0.840], [3.755, -1.927, -0.752], [-3.341, -1.465, 0.634], [-3.405, 1.231, -0.557], [3.401, -1.056, -1.078], [0.199, 1.885, 1.083], [3.274, -1.896, 0.147]], "nbo_charge": [-0.26, -0.22, 0.63, 0.59, 0.79, -0.34, -0.53, -0.71, -0.76, -0.54, -0.56, -0.99, 0.23, 0.22, 0.50, 0.45, 0.48]}

# 7
{"formula": "C4H26N2O9", "method": "the ωB97M-V functional and the def2-TZVPD basis", "de_lowest_kj_mol": 445.9, "charge": 0, "smiles": "CN(C=O)CCN.O.O.O.O.O.O.O.O", "energy_ha": -954.571095, "homo_lumo_gap_ev": 9.38, "symbols": ["C", "N", "C", "O", "C", "C", "N", "H", "H", "H", "H", "H", "H", "H", "H", "H", "H", "O", "H", "H", "O", "H", "H", "O", "H", "H", "O", "H", "H", "O", "H", "H", "O", "H", "H", "O", "H", "H", "O", "H", "H"], "xyz": [[0.152, 0.584, 0.758], [-0.054, 0.367, -0.716], [-0.938, 1.167, -1.405], [-1.609, 2.002, -0.795], [0.752, -0.814, -1.232], [0.796, -0.898, -2.767], [-0.218, -1.803, -3.367], [-0.771, 0.980, 1.187], [1.097, 1.248, 1.028], [0.357, -0.362, 1.258], [-1.226, 0.779, -2.416], [1.821, -0.807, -0.767], [0.224, -1.712, -0.748], [0.488, 0.159, -3.213], [1.799, -1.261, -3.112], [0.253, -2.361, -4.123], [-0.718, -2.256, -2.713], [0.357, 3.981, 2.049], [-0.480, 4.117, 2.318], [0.620, 3.761, 1.159], [3.256, 0.975, 0.305], [2.767, 1.712, 0.141], [3.020, 0.672, 1.097], [-3.100, -1.541, 2.132], [-2.873, -2.318, 1.598], [-3.384, -0.844, 1.581], [1.348, -3.128, 1.134], [1.708, -2.990, 1.958], [1.349, -4.090, 1.030], [0.943, 3.151, -0.120], [1.075, 3.898, -0.705], [-0.054, 2.994, -0.206], [1.264, 0.936, 3.243], [1.248, 1.843, 2.870], [1.531, 0.949, 4.161], [-0.968, -3.390, -0.447], [-1.160, -2.396, -0.404], [-0.277, -3.503, 0.129], [-3.497, -0.108, -0.339], [-3.941, -0.349, -1.138], [-2.958, 0.660, -0.406]], "nbo_charge": [-0.44, -0.43, 0.51, -0.72, -0.25, -0.24, -0.86, 0.23, 0.21, 0.23, 0.16, 0.25, 0.20, 0.18, 0.20, 0.37, 0.37, -1.02, 0.47, 0.48, -0.92, 0.47, 0.46, -0.96, 0.47, 0.49, -0.94, 0.48, 0.47, -0.95, 0.49, 0.52, -0.98, 0.50, 0.48, -0.93, 0.47, 0.47, -0.99, 0.48, 0.50]}